A structure of composition C32H29IrN4P2S2. Source: the Open Molecules 2025 dataset; level of theory: ωB97M-V/def2-TZVPD.

Output
* total charge: +3
* M: 787.91 u
* HOMO (alpha / beta): -16.22 / -16.22 eV
* LUMO level (alpha / beta): -9.95 / -11.83 eV
* largest force on an atom: 0.300 eV Å⁻¹
* 2S+1: 2
* Kohn-Sham gap (alpha / beta): 6.27 / 4.39 eV
* energy above the lowest of the compared OMol25 structures with the same formula, charge and spin: 0.000 eV
* E: -3038.37274 Eh

Element x y z (Å)
C 2.435 3.503 5.988
C 1.444 3.753 6.929
H 4.892 1.747 -1.191
C -2.379 -3.889 -1.825
C -4.080 -2.342 -2.647
H -1.224 0.035 -4.748
C -2.575 1.240 -1.836
C 0.759 3.364 4.293
H -2.119 4.077 -3.636
C -2.568 2.610 -2.148
C 1.591 -2.069 -0.134
H -5.277 -5.497 -2.478
C 0.107 3.816 6.548
H 0.886 0.438 -3.782
H -5.977 -3.217 -3.108
H 1.488 -3.721 -1.525
N -1.040 -1.124 1.156
C -3.283 -4.927 -1.935
C -1.614 0.737 -4.021
H -0.656 4.033 7.283
C 3.104 0.574 -1.195
C -4.575 -4.677 -2.391
C -1.671 2.090 -4.324
H -3.274 0.913 -1.058
Ir -1.029 0.113 -0.321
C -0.242 3.629 5.219
H -2.988 3.324 -1.452
H 3.144 -2.165 2.878
C -4.974 -3.394 -2.745
C -2.067 0.300 -2.783
C 2.769 -2.498 1.919
H -2.987 -5.934 -1.674
N -0.086 -1.729 -2.419
H 1.714 3.913 7.964
H 0.249 -2.237 -3.230
C 2.543 -4.239 0.263
C -0.925 -2.099 1.815
C 2.059 -1.630 1.111
C 1.966 0.211 -1.925
C 2.655 1.632 -3.738
H 3.572 -4.478 2.125
C -0.317 2.157 2.460
C -2.103 3.026 -3.380
C 4.002 1.473 -1.741
H -1.368 2.427 -5.308
H -1.351 0.502 2.968
H -1.270 3.721 4.892
P 0.796 -0.911 -1.224
C 1.835 -3.374 -0.559
H 2.739 -5.251 -0.065
C 3.777 2.003 -3.007
H 4.491 2.695 -3.433
S -0.844 2.206 0.786
C 2.094 3.301 4.657
C -2.781 -2.597 -2.192
N -0.658 1.164 3.271
H 0.676 3.861 2.211
N 0.388 3.178 2.898
H -4.383 -1.345 -2.942
H 3.472 3.470 6.288
H -0.443 1.228 4.257
H 1.867 -0.615 1.445
H 3.307 0.141 -0.225
C 1.744 0.741 -3.201
H 2.502 2.027 -4.734
H 2.855 3.110 3.910
H -1.371 -4.078 -1.476
P -1.652 -1.269 -2.018
C 3.010 -3.802 1.494
S -0.779 -3.377 2.744

---

A structure of composition C12H14BF5N6Ti. Source: the Open Molecules 2025 dataset; level of theory: ωB97M-V/def2-TZVPD.

Output
* total charge: +2
* M: 395.95 u
* HOMO (alpha / beta): -16.07 / -16.08 eV
* LUMO level (alpha / beta): -8.37 / -11.86 eV
* largest force on an atom: 6.831 eV Å⁻¹
* 2S+1: 3
* Kohn-Sham gap (alpha / beta): 7.71 / 4.23 eV
* energy above the lowest of the compared OMol25 structures with the same formula, charge and spin: 0.000 eV
* E: -2167.27288 Eh

Element x y z (Å)
C 2.767 -1.106 2.152
H 3.528 -1.252 2.900
C 1.570 0.282 -3.778
H -1.212 -4.079 -0.566
F -2.381 2.343 3.759
H 2.122 -1.883 -3.419
N -0.807 -2.025 -0.544
H 1.131 -3.035 -1.221
H 2.810 -2.969 0.864
F -2.993 1.497 1.177
H 2.030 0.556 -4.713
C 0.216 3.086 -0.300
C -1.615 -3.086 -0.421
F -0.253 2.453 3.257
C -2.826 -1.251 -0.042
C 1.931 -0.005 2.011
C 2.426 -1.990 1.122
H 1.854 0.903 2.595
B 0.718 -1.959 -0.883
H -0.750 2.690 -0.710
H -0.049 3.885 0.393
H -3.596 -0.520 0.147
F -1.729 3.684 2.156
H 0.845 2.338 0.267
H 0.802 3.428 -1.155
N 1.103 -0.196 0.927
H 0.528 2.146 -3.054
N 0.438 0.396 -1.845
C -1.512 2.471 2.729
H -3.772 -3.247 0.062
Ti -0.333 0.664 0.059
C -1.707 1.346 1.715
C 0.812 1.106 -2.947
C 1.631 -0.957 -3.147
N 0.940 -0.890 -2.000
N -1.532 -0.870 -0.260
C -2.898 -2.644 -0.108
N 1.452 -1.448 0.387
F -1.693 0.137 2.433

---

An isolated molecule of C5H7NO. Source: the Open Molecules 2025 dataset; level of theory: ωB97M-V/def2-TZVPD.

Output
* total charge: 0
* M: 97.12 u
* HOMO: -7.64 eV
* LUMO level: 0.99 eV
* largest force on an atom: 0.260 eV Å⁻¹
* 2S+1: 1
* Kohn-Sham gap: 8.63 eV
* energy above the lowest of the compared OMol25 structures with the same formula, charge and spin: 0.629 eV
* E: -324.70134 Eh

Element x y z (Å)
H 2.369 0.375 -1.398
C -0.014 -0.739 -0.412
C -0.183 1.210 0.660
H -0.126 2.171 1.147
H 0.363 -1.569 -0.995
H -2.212 -2.358 -0.162
H 2.213 1.914 -0.543
N -2.406 -1.394 0.072
H 2.814 0.484 0.307
C 2.095 0.831 -0.442
H -2.962 -1.329 0.915
C -1.255 -0.618 0.130
C 0.687 0.473 -0.068
O -1.382 0.550 0.790

---

A cluster of 2 separate species, C17H23 in total. Source: the Open Molecules 2025 dataset; level of theory: ωB97M-V/def2-TZVPD.

Output
* total charge: +1
* M: 227.37 u
* HOMO: -11.88 eV
* LUMO level: -5.72 eV
* largest force on an atom: 1.935 eV Å⁻¹
* 2S+1: 1
* Kohn-Sham gap: 6.16 eV
* energy above the lowest of the compared OMol25 structures with the same formula, charge and spin: 0.419 eV
* E: -661.25988 Eh

Element x y z (Å)
H -2.678 -0.150 2.196
H 4.379 -0.525 5.142
C 2.697 -2.566 3.404
H 2.596 0.273 6.373
H -1.260 -0.042 3.291
H 1.420 -1.934 0.940
C 1.073 -0.659 7.606
C 0.689 0.061 1.369
H -0.873 0.020 -1.029
C -0.771 -0.306 1.163
H 2.290 -0.686 0.054
H 3.551 0.417 3.884
H -0.840 -1.395 1.102
C 3.945 -2.596 2.813
H 2.526 -0.822 1.767
H 0.454 -3.055 4.598
C 2.582 -1.441 4.268
C -1.397 0.290 -0.108
H -1.681 1.324 2.223
C 1.828 -0.504 6.448
H -1.405 1.383 -0.008
H 5.724 -1.641 3.668
C 4.756 -1.390 3.185
C 0.067 -1.639 7.680
H -0.594 -1.686 8.552
H -0.874 -3.312 6.668
C 1.056 1.232 1.907
H 1.276 -0.008 8.465
C 1.755 -0.896 0.990
C 0.620 -2.377 5.438
H 4.353 -3.425 2.247
H 0.329 2.018 2.133
C 1.657 -1.407 5.361
H 1.872 -3.267 3.210
H 2.111 1.510 2.004
H -2.444 -0.026 -0.210
C -0.131 -2.512 6.599
H 4.981 -0.776 2.300
C -1.649 0.228 2.301
C 3.820 -0.601 4.201

---

Copy entry 1 word for word.
A structure of composition C32H29IrN4P2S2. Source: the Open Molecules 2025 dataset; level of theory: ωB97M-V/def2-TZVPD.

Output
* total charge: +3
* M: 787.91 u
* HOMO (alpha / beta): -16.22 / -16.22 eV
* LUMO level (alpha / beta): -9.95 / -11.83 eV
* largest force on an atom: 0.300 eV Å⁻¹
* 2S+1: 2
* Kohn-Sham gap (alpha / beta): 6.27 / 4.39 eV
* energy above the lowest of the compared OMol25 structures with the same formula, charge and spin: 0.000 eV
* E: -3038.37274 Eh

Element x y z (Å)
C 2.435 3.503 5.988
C 1.444 3.753 6.929
H 4.892 1.747 -1.191
C -2.379 -3.889 -1.825
C -4.080 -2.342 -2.647
H -1.224 0.035 -4.748
C -2.575 1.240 -1.836
C 0.759 3.364 4.293
H -2.119 4.077 -3.636
C -2.568 2.610 -2.148
C 1.591 -2.069 -0.134
H -5.277 -5.497 -2.478
C 0.107 3.816 6.548
H 0.886 0.438 -3.782
H -5.977 -3.217 -3.108
H 1.488 -3.721 -1.525
N -1.040 -1.124 1.156
C -3.283 -4.927 -1.935
C -1.614 0.737 -4.021
H -0.656 4.033 7.283
C 3.104 0.574 -1.195
C -4.575 -4.677 -2.391
C -1.671 2.090 -4.324
H -3.274 0.913 -1.058
Ir -1.029 0.113 -0.321
C -0.242 3.629 5.219
H -2.988 3.324 -1.452
H 3.144 -2.165 2.878
C -4.974 -3.394 -2.745
C -2.067 0.300 -2.783
C 2.769 -2.498 1.919
H -2.987 -5.934 -1.674
N -0.086 -1.729 -2.419
H 1.714 3.913 7.964
H 0.249 -2.237 -3.230
C 2.543 -4.239 0.263
C -0.925 -2.099 1.815
C 2.059 -1.630 1.111
C 1.966 0.211 -1.925
C 2.655 1.632 -3.738
H 3.572 -4.478 2.125
C -0.317 2.157 2.460
C -2.103 3.026 -3.380
C 4.002 1.473 -1.741
H -1.368 2.427 -5.308
H -1.351 0.502 2.968
H -1.270 3.721 4.892
P 0.796 -0.911 -1.224
C 1.835 -3.374 -0.559
H 2.739 -5.251 -0.065
C 3.777 2.003 -3.007
H 4.491 2.695 -3.433
S -0.844 2.206 0.786
C 2.094 3.301 4.657
C -2.781 -2.597 -2.192
N -0.658 1.164 3.271
H 0.676 3.861 2.211
N 0.388 3.178 2.898
H -4.383 -1.345 -2.942
H 3.472 3.470 6.288
H -0.443 1.228 4.257
H 1.867 -0.615 1.445
H 3.307 0.141 -0.225
C 1.744 0.741 -3.201
H 2.502 2.027 -4.734
H 2.855 3.110 3.910
H -1.371 -4.078 -1.476
P -1.652 -1.269 -2.018
C 3.010 -3.802 1.494
S -0.779 -3.377 2.744

---

Q: Which of these has the lowest total charge?
A: C5H7NO

---

Q: Look up the E of the first one.
A: -3038.37274 Eh

---

Q: What is the E in the fourth record?
A: -661.25988 Eh